{
  "formula": "C42H78N14O2",
  "method": "ωB97M-V with the def2-TZVPD basis set",
  "total_energy_ev": -69774.538,
  "e_homo_ev": -9.3,
  "largest_force_ev_per_a": 4.33,
  "smiles": "NC(N)=O.NC(N)=O.CCCC#N.CCCC#N.CCCC#N.CCCC#N.CCCC#N.CCCC#N.CCCC#N.CCCC#N.CCCC#N.CCCC#N",
  "lumo_ha": 0.01154,
  "species": ["N", "C", "N", "O", "H", "H", "H", "H", "N", "C", "N", "O", "H", "H", "H", "H", "C", "C", "C", "C", "N", "H", "H", "H", "H", "H", "H", "H", "C", "C", "C", "C", "N", "H", "H", "H", "H", "H", "H", "H", "C", "C", "C", "C", "N", "H", "H", "H", "H", "H", "H", "H", "C", "C", "C", "C", "N", "H", "H", "H", "H", "H", "H", "H", "C", "C", "C", "C", "N", "H", "H", "H", "H", "H", "H", "H", "C", "C", "C", "C", "N", "H", "H", "H", "H", "H", "H", "H", "C", "C", "C", "C", "N", "H", "H", "H", "H", "H", "H", "H", "C", "C", "C", "C", "N", "H", "H", "H", "H", "H", "H", "H", "C", "C", "C", "C", "N", "H", "H", "H", "H", "H", "H", "H", "C", "C", "C", "C", "N", "H", "H", "H", "H", "H", "H", "H"],
  "positions_angstrom": [[-18.93728, -5.48114, -10.23416], [-19.57859, -4.65373, -10.99411], [-20.58462, -5.27424, -11.56571], [-19.22719, -3.48599, -11.16040], [-19.33064, -6.40906, -10.16834], [-18.06541, -5.28031, -9.76554], [-21.02666, -6.08314, -11.15295], [-21.03136, -4.82510, -12.35235], [-17.05914, -1.21847, -10.61110], [-17.79070, -0.27891, -11.18090], [-19.05859, -0.67881, -11.34124], [-17.33646, 0.82159, -11.44359], [-17.59265, -1.98905, -10.23471], [-16.04980, -1.25448, -10.60493], [-19.31218, -1.65625, -11.36126], [-19.75556, 0.05192, -11.32236], [-19.89829, -1.66995, -7.90368], [-18.44813, -1.47488, -7.30162], [-17.55858, -2.72435, -7.39435], [-18.11473, -4.01168, -6.87187], [-18.56011, -5.00755, -6.40232], [-20.43603, -0.81879, -8.32138], [-20.57597, -2.20958, -7.24213], [-19.79471, -2.39902, -8.70731], [-18.50838, -1.26495, -6.23373], [-17.94927, -0.62917, -7.77493], [-16.64936, -2.69284, -6.79399], [-17.27799, -2.81813, -8.44343], [-25.95291, -4.46307, -13.71127], [-24.71524, -4.67224, -14.59693], [-23.77910, -5.79614, -14.09936], [-24.51816, -7.05802, -14.02764], [-25.10683, -8.08545, -14.01687], [-26.65995, -5.28835, -13.79554], [-26.54077, -3.57756, -13.95287], [-25.67452, -4.38765, -12.66012], [-24.17596, -3.72668, -14.65342], [-25.07648, -4.94300, -15.58906], [-23.46548, -5.57257, -13.07967], [-22.90203, -5.83531, -14.74536], [-19.10229, -11.88336, -11.27841], [-20.57437, -11.42681, -11.58002], [-21.34377, -10.65908, -10.51040], [-20.65099, -9.42563, -10.14433], [-20.07579, -8.43212, -9.85515], [-18.51891, -11.09855, -10.79689], [-18.62764, -12.17164, -12.21632], [-19.01616, -12.78156, -10.66692], [-21.08398, -12.27497, -12.03722], [-20.60430, -10.82706, -12.48968], [-21.35345, -11.28644, -9.61910], [-22.37133, -10.41626, -10.78108], [-24.94220, -11.17042, -9.37749], [-24.91350, -9.62907, -9.51234], [-24.54467, -9.21973, -10.95397], [-23.65972, -8.05458, -10.98065], [-22.97873, -7.15116, -11.06282], [-25.77998, -11.62359, -9.90745], [-24.97313, -11.50144, -8.33942], [-24.02179, -11.53137, -9.83649], [-24.21668, -9.24268, -8.76854], [-25.87569, -9.22840, -9.19337], [-25.44172, -8.74347, -11.34966], [-24.18856, -9.91352, -11.71550], [-18.28173, -4.15839, -16.59287], [-18.14690, -2.89963, -15.75758], [-18.52933, -3.19597, -14.26624], [-19.95075, -3.43681, -14.19974], [-21.11287, -3.62103, -14.20328], [-17.68419, -5.02521, -16.31064], [-17.98540, -3.94316, -17.61950], [-19.34072, -4.41193, -16.64158], [-18.88451, -2.30715, -16.29887], [-17.12269, -2.52798, -15.72614], [-18.30596, -2.37009, -13.59087], [-17.99368, -4.03631, -13.82466], [-22.01910, -5.43395, -7.58824], [-23.26069, -6.20581, -7.52991], [-24.52999, -5.54369, -8.13545], [-25.73798, -6.34485, -8.08814], [-26.70902, -7.01057, -8.14045], [-21.64613, -5.53369, -8.60757], [-21.17533, -5.85972, -7.04521], [-22.16374, -4.36972, -7.40228], [-23.54468, -6.27992, -6.48017], [-23.14160, -7.23324, -7.87387], [-24.30830, -5.13694, -9.12212], [-24.82868, -4.64471, -7.59626], [-19.37118, -6.93861, -14.16417], [-18.27860, -7.97051, -14.08594], [-17.81181, -8.20603, -12.62488], [-16.86645, -9.34403, -12.55720], [-16.10949, -10.23858, -12.53886], [-19.67476, -6.80953, -15.20306], [-18.94260, -6.03118, -13.73873], [-20.16621, -7.15535, -13.45071], [-17.46230, -7.66788, -14.74182], [-18.71375, -8.90676, -14.43549], [-18.68189, -8.50744, -12.04160], [-17.27706, -7.36064, -12.19191], [-16.77663, -10.56310, -8.02894], [-16.99600, -9.21538, -8.51324], [-16.06527, -8.16904, -7.85002], [-16.15886, -6.92317, -8.51723], [-16.17910, -5.88778, -9.04539], [-15.76309, -10.95073, -8.13180], [-17.38944, -11.35412, -8.46121], [-17.08988, -10.61274, -6.98610], [-18.06421, -9.04193, -8.38309], [-16.87510, -9.12254, -9.59253], [-14.99325, -8.34109, -7.75372], [-16.38033, -7.99800, -6.82067], [-13.34882, -6.33833, -12.23452], [-13.60576, -4.91618, -11.73218], [-14.99720, -4.42971, -12.27813], [-15.29579, -4.88504, -13.65884], [-15.43549, -5.23387, -14.72241], [-14.23944, -6.90978, -11.97312], [-12.48869, -6.76747, -11.72062], [-13.21110, -6.49373, -13.30456], [-12.83191, -4.25019, -12.11392], [-13.46178, -4.80970, -10.65699], [-14.98151, -3.35755, -12.08237], [-15.79445, -4.83155, -11.65281], [-22.57233, -1.66030, -11.65667], [-23.94370, -0.92680, -11.56964], [-24.92904, -1.68034, -10.64159], [-24.35416, -1.87802, -9.30729], [-23.87547, -2.02389, -8.25222], [-22.82044, -2.69157, -11.90772], [-22.01052, -1.67687, -10.72275], [-21.92726, -1.30872, -12.46188], [-24.44481, -0.82318, -12.53206], [-23.78580, 0.08019, -11.18346], [-25.04186, -2.64793, -11.13061], [-25.77423, -1.02145, -10.44258]]
}